1.
Below is an isolated molecule of C2H5N3OS in a non-equilibrium geometry, with properties calculated with ωB97M-V/def2-TZVPD.

Positions of all 12 atoms, in Å:
N (-1.507, 1.538, 0.061)
N (-2.443, 0.522, 0.019)
C (-2.103, -0.681, 0.081)
O (-0.843, -1.347, 0.001)
N (0.168, -0.521, -0.411)
C (1.198, -0.276, 0.446)
S (2.679, 0.282, -0.034)
H (-0.677, 1.427, -0.513)
H (-1.907, 2.387, -0.198)
H (-2.908, -1.419, 0.234)
H (0.431, -0.807, -1.349)
H (0.841, -0.361, 1.506)

ΔE to the lowest compared entry with this formula, charge and spin	100.9	kcal/mol
HOMO	-9.078	eV
spin multiplicity	1
frontier orbital gap	9.111	eV

2.
Below is a cluster of 2 separate species, C2H5ClO3S in total, with properties calculated with ωB97M-V/def2-TZVPD.

Positions of all 12 atoms, in Å:
C (0.250, -1.997, -0.035)
C (0.367, -0.755, -0.436)
S (1.033, 0.453, 0.692)
O (2.421, 0.205, 0.913)
O (0.630, 1.775, 0.305)
Cl (0.065, 0.045, 2.436)
H (-0.143, -2.770, -0.676)
H (0.542, -2.285, 0.962)
H (0.071, -0.355, -1.388)
O (-1.910, 1.551, -0.929)
H (-2.220, 2.332, -1.391)
H (-1.106, 1.801, -0.454)

ΔE to the lowest compared entry with this formula, charge and spin	13.8	kcal/mol
HOMO	-11.282	eV
spin multiplicity	1
frontier orbital gap	11.154	eV

3.
Below is a structure of composition C26H42Cl2N5PPb in a non-equilibrium geometry, with properties calculated with ωB97M-V/def2-TZVPD.

Positions of all 77 atoms, in Å:
P (-0.267, 0.621, -0.347)
C (-1.899, 0.198, -1.131)
C (-2.367, 1.050, -2.325)
C (-3.813, 0.679, -2.695)
C (-3.958, -0.818, -2.997)
C (-3.447, -1.668, -1.827)
C (-2.000, -1.297, -1.477)
C (1.130, 0.054, -1.426)
C (1.040, 0.472, -2.903)
C (2.350, 0.132, -3.631)
C (2.697, -1.356, -3.492)
C (2.754, -1.775, -2.017)
C (1.444, -1.444, -1.292)
C (-0.177, 2.476, -0.490)
C (-1.323, 3.126, 0.306)
C (-1.315, 4.650, 0.143)
C (0.040, 5.248, 0.540)
C (1.183, 4.588, -0.238)
C (1.179, 3.063, -0.062)
H (-2.589, 0.382, -0.294)
H (-1.713, 0.888, -3.190)
H (-2.324, 2.117, -2.083)
H (-4.139, 1.275, -3.556)
H (-4.470, 0.942, -1.854)
H (-5.004, -1.060, -3.217)
H (-3.377, -1.062, -3.899)
H (-4.079, -1.501, -0.945)
H (-3.510, -2.735, -2.074)
H (-1.641, -1.906, -0.641)
H (-1.355, -1.519, -2.338)
H (1.979, 0.576, -0.965)
H (3.162, 0.735, -3.201)
H (0.827, 1.544, -2.996)
H (0.211, -0.063, -3.385)
H (2.271, 0.410, -4.689)
H (3.651, -1.569, -3.989)
H (1.930, -1.953, -4.007)
H (2.965, -2.847, -1.932)
H (3.577, -1.245, -1.517)
H (1.525, -1.697, -0.234)
H (0.632, -2.047, -1.714)
H (-0.319, 2.706, -1.555)
H (-2.290, 2.708, 0.008)
H (-1.209, 2.867, 1.367)
H (-1.530, 4.902, -0.906)
H (-2.120, 5.090, 0.745)
H (0.204, 5.088, 1.614)
H (0.041, 6.333, 0.377)
H (2.149, 4.993, 0.086)
H (1.080, 4.827, -1.307)
H (1.991, 2.627, -0.652)
H (1.382, 2.800, 0.983)
Pb (-0.135, -0.031, 1.939)
Cl (2.253, 0.202, 1.750)
Cl (-2.513, 0.302, 2.172)
C (-0.487, -1.822, 1.674)
H (-1.547, -2.041, 1.464)
C (0.307, -3.045, 1.701)
C (1.715, -3.089, 1.747)
C (2.383, -4.307, 1.755)
C (1.668, -5.509, 1.728)
C (0.273, -5.486, 1.685)
C (-0.398, -4.268, 1.666)
H (2.263, -2.152, 1.766)
H (3.469, -4.324, 1.786)
H (-0.289, -6.416, 1.663)
H (-1.485, -4.242, 1.627)
H (2.197, -6.458, 1.739)
N (1.868, 1.244, 6.859)
N (1.217, 0.512, 5.879)
N (0.637, -0.659, 6.090)
C (0.133, -1.001, 4.889)
N (0.418, -0.044, 3.985)
N (1.095, 0.897, 4.620)
H (2.297, 2.153, 6.630)
H (1.923, 0.886, 7.824)
H (-0.418, -1.909, 4.683)

HOMO (spin up / spin down)	-5.574 / -5.572	eV
spin multiplicity	1
frontier orbital gap (spin up / spin down)	5.327 / 5.324	eV

4.
Below is a cluster of 2 separate species, C2H8NOS2 in total in a non-equilibrium geometry, with properties calculated with ωB97M-V/def2-TZVPD.

Positions of all 14 atoms, in Å:
C (0.476, -0.426, -0.445)
C (-0.997, -0.188, -0.810)
N (-1.730, -1.172, -1.200)
O (-1.496, 0.954, -1.005)
S (1.014, -2.138, -0.500)
S (0.933, 2.046, 2.053)
H (0.630, -0.087, 0.590)
H (1.032, 0.179, -1.259)
H (-1.494, -2.176, -1.305)
H (-2.735, -0.971, -1.417)
H (1.105, 1.228, 3.015)
H (-0.998, 1.791, -0.928)
H (2.149, -1.930, -0.025)
H (1.565, 2.928, 2.818)

ΔE to the lowest compared entry with this formula, charge and spin	21.4	kcal/mol
HOMO	-13.250	eV
spin multiplicity	1
total charge	+1
frontier orbital gap	9.233	eV

5.
Below is a structure of composition C28H34InN11O7P3, with properties calculated with ωB97M-V/def2-TZVPD.

Positions of all 84 atoms, in Å:
In (0.051, 0.384, 0.033)
C (0.022, -5.136, 1.512)
N (-0.433, -3.856, 0.983)
C (-1.654, -3.629, 0.408)
C (-1.681, -2.316, 0.062)
N (-0.496, -1.740, 0.423)
C (0.251, -2.690, 0.976)
P (1.927, -2.544, 1.669)
C (2.704, -1.593, 0.332)
N (2.244, -0.469, -0.197)
C (3.200, -0.015, -1.063)
C (4.252, -0.883, -1.049)
N (3.932, -1.875, -0.165)
C (4.773, -3.018, 0.163)
C (1.626, -1.156, 2.804)
N (1.067, -0.015, 2.458)
C (1.091, 0.775, 3.568)
C (1.666, 0.092, 4.603)
N (2.007, -1.136, 4.110)
C (2.676, -2.196, 4.850)
H (-0.775, -5.861, 1.379)
H (0.251, -5.055, 2.573)
H (0.905, -5.481, 0.978)
H (-2.380, -4.413, 0.283)
H (-2.445, -1.764, -0.451)
H (3.067, 0.877, -1.655)
H (5.182, -0.881, -1.589)
H (5.595, -3.053, -0.546)
H (4.204, -3.942, 0.085)
H (5.178, -2.927, 1.169)
H (0.702, 1.779, 3.561)
H (1.869, 0.372, 5.622)
H (2.826, -1.861, 5.872)
H (3.646, -2.421, 4.409)
H (2.069, -3.099, 4.862)
N (-4.166, 1.539, -0.755)
C (-3.848, 1.307, -2.075)
C (-2.622, 0.722, -2.067)
N (-2.185, 0.605, -0.768)
C (-3.137, 1.102, -0.005)
C (-3.037, 1.087, 1.440)
N (-1.989, 0.580, 2.045)
C (-2.240, 0.715, 3.387)
C (-3.450, 1.313, 3.582)
N (-3.957, 1.536, 2.326)
H (-4.993, 2.015, -0.434)
H (-4.513, 1.570, -2.877)
H (-2.023, 0.365, -2.882)
H (-1.544, 0.369, 4.131)
H (-3.986, 1.580, 4.474)
H (-4.824, 2.005, 2.122)
C (2.534, -0.919, -4.731)
C (1.077, -0.609, -4.402)
O (0.332, -0.526, -5.629)
P (0.275, -2.048, -3.577)
O (1.440, -2.633, -2.629)
O (0.205, -3.107, -4.768)
O (-1.005, -1.883, -2.871)
P (0.981, 0.989, -3.430)
O (-0.128, 1.805, -4.311)
O (2.272, 1.705, -3.455)
O (0.310, 0.676, -2.120)
H (2.614, -1.861, -5.274)
H (3.127, -0.981, -3.821)
H (2.933, -0.113, -5.345)
H (-0.139, 0.319, -5.638)
H (1.152, -3.472, -2.248)
H (0.080, -2.664, -5.620)
H (0.311, 2.542, -4.754)
C (0.524, 2.503, 0.383)
C (-0.683, 3.349, 0.306)
C (-1.320, 3.812, 1.461)
C (-2.543, 4.453, 1.400)
C (-3.158, 4.656, 0.166)
C (-2.497, 4.277, -1.004)
C (-1.277, 3.638, -0.930)
C (-4.502, 5.161, 0.113)
N (-5.603, 5.494, 0.106)
H (1.046, 2.596, 1.333)
H (1.210, 2.690, -0.444)
H (-0.863, 3.634, 2.427)
H (-3.039, 4.783, 2.304)
H (-2.963, 4.461, -1.964)
H (-0.788, 3.305, -1.838)

ΔE to the lowest compared entry with this formula, charge and spin	8.1	kcal/mol
HOMO	-10.287	eV
spin multiplicity	1
total charge	+1
frontier orbital gap	7.986	eV

6.
Below is a cluster of 6 separate species, C7H26N6O6 in total in a non-equilibrium geometry, with properties calculated with ωB97M-V/def2-TZVPD.

Positions of all 45 atoms, in Å:
N (14.897, 3.928, 19.788)
C (14.420, 5.065, 20.293)
N (14.207, 5.902, 19.317)
O (14.172, 5.286, 21.660)
H (14.965, 3.112, 20.493)
H (15.276, 3.754, 18.824)
H (14.001, 6.836, 19.672)
H (14.496, 5.798, 18.356)
N (15.066, 3.476, 17.120)
C (15.341, 4.530, 16.468)
N (14.510, 5.528, 16.565)
O (16.555, 4.778, 15.687)
H (15.700, 2.648, 17.025)
H (14.179, 3.266, 17.573)
H (14.740, 6.386, 16.097)
H (13.537, 5.398, 16.912)
N (12.685, 2.953, 18.525)
C (11.944, 3.737, 17.789)
N (12.184, 4.982, 17.982)
O (10.939, 3.225, 16.945)
H (12.539, 1.944, 18.593)
H (13.401, 3.350, 19.147)
H (11.651, 5.735, 17.492)
H (12.893, 5.336, 18.659)
C (11.155, 4.044, 21.598)
C (12.019, 2.800, 21.780)
O (11.331, 1.925, 22.648)
H (11.590, 4.785, 20.960)
H (10.859, 4.478, 22.505)
H (10.207, 3.845, 21.157)
H (13.020, 2.956, 22.230)
H (12.191, 2.329, 20.799)
H (11.970, 1.257, 22.939)
C (15.695, 0.646, 19.591)
O (15.007, 1.140, 20.758)
H (16.631, 1.172, 19.420)
H (15.111, 0.752, 18.670)
H (15.937, -0.383, 19.760)
H (14.344, 0.475, 20.914)
C (12.866, 9.046, 18.557)
O (13.308, 8.612, 19.801)
H (12.414, 10.030, 18.598)
H (12.151, 8.345, 18.104)
H (13.680, 9.198, 17.867)
H (12.571, 8.643, 20.474)

ΔE to the lowest compared entry with this formula, charge and spin	88.0	kcal/mol
HOMO	-9.462	eV
spin multiplicity	1
frontier orbital gap	9.480	eV

7.
Below is an isolated molecule of C4H3NO in a non-equilibrium geometry, with properties calculated with ωB97M-V/def2-TZVPD.

Positions of all 9 atoms, in Å:
O (-2.463, -0.167, 0.154)
C (-1.472, 0.289, -0.263)
C (0.008, 0.102, 0.444)
C (1.057, 0.929, -0.144)
N (2.090, 0.189, 0.058)
C (1.108, -0.795, 0.056)
H (-1.352, 0.909, -1.140)
H (-0.113, 0.254, 1.456)
H (1.136, -1.710, -0.622)

ΔE to the lowest compared entry with this formula, charge and spin	96.0	kcal/mol
HOMO (spin up / spin down)	-9.057 / -9.056	eV
spin multiplicity	1
frontier orbital gap (spin up / spin down)	8.839 / 8.837	eV

8.
Below is a cluster of 2 separate species, C2H11N3O in total in a non-equilibrium geometry, with properties calculated with ωB97M-V/def2-TZVPD.

Positions of all 17 atoms, in Å:
N (-0.858, 0.379, -4.888)
C (-0.235, 0.396, -3.537)
N (0.297, 1.768, -3.135)
H (-0.519, -0.371, -5.404)
H (-0.536, 1.063, -5.535)
H (0.645, -0.268, -3.620)
H (-1.017, 0.102, -2.794)
H (-0.347, 2.467, -3.464)
H (1.143, 2.016, -3.813)
N (-0.826, -0.276, 3.626)
C (0.229, -0.978, 4.431)
O (1.397, -1.446, 3.661)
H (-1.593, -0.264, 4.237)
H (-0.545, 0.716, 3.541)
H (-0.345, -1.758, 4.955)
H (0.791, -0.353, 5.238)
H (0.901, -1.380, 2.790)

ΔE to the lowest compared entry with this formula, charge and spin	54.2	kcal/mol
HOMO (spin up / spin down)	-11.834 / -11.834	eV
spin multiplicity	2
total charge	+1
frontier orbital gap (spin up / spin down)	7.955 / 1.981	eV